The following is a quantum chemistry calculation of a molecular structure, C38H32N3O2P2V at a distorted geometry, from OMol25.

CARTESIAN COORDINATES (ANGSTROEM)
C 3.0477 -1.9381 1.7534
C 3.9029 1.4972 3.0359
C 1.8807 2.5703 3.7498
C 0.7971 4.6683 1.1328
C -1.4760 4.0372 0.7119
H 1.1685 -0.5119 -2.1251
C 3.5824 -3.1602 2.1546
C 2.1640 -1.2346 2.5746
H 1.9727 -2.7727 -1.8145
H -2.5406 4.2276 0.6770
C -1.5171 0.3166 -2.3729
C 3.2408 -3.6920 3.3918
C 0.1979 -1.2989 -0.4779
H 1.5371 5.3842 1.4662
H 0.5288 -5.7595 2.6600
C 1.8334 -1.7865 3.8167
C 1.1455 -2.4996 -2.4518
H 2.1193 4.2536 5.0650
C -0.2389 -5.0314 2.8979
H -0.8905 5.9314 1.5274
C -5.4419 -0.9114 1.3962
C -0.3609 -2.7282 -4.3119
P 1.4889 0.3859 2.0661
C -3.2315 0.4954 2.3304
C 2.6235 3.4905 4.4839
C 2.3676 -3.0026 4.2248
H -6.5977 0.7561 2.1027
H -2.9484 -2.4167 3.7601
P -1.3641 -1.3421 1.5587
H -4.0508 -2.4229 0.7957
H 1.2613 -4.0943 -3.7709
C -0.2821 -3.8281 2.2110
H 2.0963 -3.4159 5.1902
H 3.6622 -4.6390 3.7097
C 1.2045 3.4266 0.6977
V -0.1261 0.5550 0.4526
C -0.6970 -0.8674 -2.8137
H 0.4719 -3.6224 1.4557
H -6.3055 -1.4531 1.0283
H 2.2407 3.1295 0.7028
C -3.0588 -0.7468 1.7267
H -1.1499 -3.0668 -0.2430
C 4.6481 2.4160 3.7641
C -5.6051 0.3334 2.0023
C -0.9929 2.8412 0.2177
H -1.9169 -1.2029 -4.4363
C -0.5569 4.9644 1.1673
H 3.3385 -1.5114 0.7993
N -1.0980 0.9012 -1.1927
H 4.4140 0.7145 2.4840
C -1.0498 -1.5737 -3.9038
H 5.7304 2.3514 3.7695
O -2.4319 0.6646 -3.0718
O -3.0916 1.9532 -0.5163
C -4.1742 -1.4517 1.2635
N 0.4883 -1.2635 -2.0242
H 0.7989 2.6205 3.7622
H -1.1428 -6.2410 4.4279
C -1.8926 1.8637 -0.5466
H -2.8594 -4.5501 4.9932
H 1.0054 -1.8849 -0.0597
C -1.2716 -2.8884 2.5013
H 4.5901 4.1272 5.0615
H -1.9662 -1.5946 -0.7606
C 4.0083 3.4164 4.4873
C -2.1363 -4.3516 4.2103
C -1.1421 -1.9805 -0.1659
H 1.1571 -1.2532 4.4749
H -0.6679 -3.2711 -5.1951
C -4.5066 1.0345 2.4736
C -1.1713 -5.2973 3.8959
C 0.7359 -3.1823 -3.5222
H -2.3689 1.0421 2.6884
H 4.2803 -3.6851 1.5113
C -2.1867 -3.1464 3.5156
H -4.6376 2.0023 2.9445
C 2.5076 1.5694 3.0094
N 0.3206 2.5183 0.2540

Properties
Total charge: +1
Energy above the lowest of the compared OMol25 structures with the same formula, charge and spin (eV): 5.230
HOMO energy (alpha / beta) (eV): -10.036 / -10.032
Spin multiplicity: 4

Per-atom Löwdin charges, elementary charge units: C -0.14; C -0.09; C -0.13; C -0.03; C 0.03; H 0.18; C -0.08; C -0.45; H 0.13; H 0.13; C -0.44; C -0.08; C -0.32; H 0.12; H 0.11; C -0.10; C -0.02; H 0.11; C -0.07; H 0.12; C -0.06; C 0.00; P 0.98; C -0.11; C -0.08; C -0.08; H 0.11; H 0.11; P 1.05; H 0.12; H 0.12; C -0.11; H 0.11; H 0.11; C -0.10; V 0.46; C -0.08; H 0.10; H 0.11; H 0.12; C -0.39; H 0.09; C -0.07; C -0.06; C -0.20; H 0.14; C -0.02; H 0.10; N 0.01; H 0.10; C 0.01; H 0.11; O 0.13; O 0.13; C -0.08; N -0.01; H 0.10; H 0.11; C -0.45; H 0.11; H 0.05; C -0.34; H 0.11; H 0.08; C -0.08; C -0.06; C -0.30; H 0.11; H 0.12; C -0.07; C -0.07; C -0.04; H 0.09; H 0.11; C -0.08; H 0.11; C -0.44; N -0.02